{
  "formula": "C24H42Cl3N4O3SiY",
  "method": "wB97M-V/def2-TZVPD",
  "e_homo_ev": -8.015,
  "molar_mass_g_mol": 657.976,
  "species": ["C", "C", "H", "H", "H", "C", "C", "H", "H", "H", "H", "Y", "Cl", "Cl", "H", "H", "C", "C", "N", "H", "C", "O", "H", "H", "H", "H", "H", "H", "C", "C", "N", "H", "C", "O", "H", "H", "H", "H", "O", "C", "C", "C", "H", "C", "H", "C", "H", "C", "C", "H", "H", "H", "Si", "Cl", "C", "C", "C", "H", "H", "H", "H", "H", "H", "H", "H", "H", "C", "C", "N", "C", "C", "N", "H", "H", "H", "H", "H", "H"],
  "positions_angstrom": [[-1.534443, -2.079822, -3.096183], [-1.068743, -2.936842, -1.960416], [-1.529385, -2.601453, -4.061842], [-0.886214, -1.194225, -3.161981], [-2.550871, -1.720615, -2.878810], [-0.486213, -4.136602, -2.131503], [-0.339434, -4.861911, -3.425697], [-0.174772, -4.713458, -1.261877], [-0.359183, -4.190481, -4.291750], [-1.125614, -5.624371, -3.545985], [0.627299, -5.380855, -3.428604], [0.095723, 0.706923, 0.499230], [-2.428794, 1.221521, 0.354032], [1.550552, 2.071864, -1.014083], [0.730421, 5.343300, 4.221048], [-1.375004, 6.254329, 3.292086], [1.026491, 4.979286, 3.232868], [-1.073184, 5.923603, 2.290232], [-0.161020, 4.794662, 2.403500], [1.568706, 4.038668, 3.330297], [-0.411081, 3.641808, 1.792393], [0.285065, 2.602463, 1.950748], [-1.953085, 5.617992, 1.714257], [-1.294210, 3.615951, 1.133681], [1.684671, 5.736657, 2.793147], [-0.578515, 6.762323, 1.784831], [1.327103, -1.510653, -2.389279], [2.583245, -3.946479, -1.216890], [2.374622, -1.209785, -2.247019], [3.418753, -3.225351, -1.232993], [2.942114, -1.861273, -1.073904], [2.408590, -0.123586, -2.129010], [2.973692, -1.293008, 0.145099], [2.317689, -0.287200, 0.486616], [4.096819, -3.454484, -0.400680], [3.642414, -1.800520, 0.872122], [2.959520, -1.512468, -3.123729], [3.960236, -3.316355, -2.180775], [-0.334222, -1.197314, -0.537536], [-1.203160, -2.262080, -0.584289], [0.193103, -3.812035, 0.855552], [-1.043553, -3.222565, 0.607353], [1.029562, -3.556871, 0.189578], [0.330588, -4.763640, 1.869618], [-2.224219, -1.843138, -0.546726], [-2.128771, -3.503945, 1.440912], [1.309688, -5.223935, 2.020602], [-0.791926, -5.141879, 2.610593], [-2.020686, -4.504455, 2.408991], [-3.066746, -2.974905, 1.259336], [-0.699040, -5.952867, 3.326611], [-2.904254, -4.812209, 2.976953], [-0.508050, 3.777123, -3.419785], [-0.939700, 1.688787, -3.316626], [1.270171, 4.323246, -3.199561], [-1.529148, 4.412176, -1.969311], [-0.982478, 4.448398, -5.112264], [1.838069, 3.668978, -2.523654], [1.293371, 5.322443, -2.747293], [1.806605, 4.378902, -4.151274], [-0.221748, 4.169757, -5.857024], [-1.029185, 5.549085, -5.087934], [-1.952966, 4.080675, -5.461455], [-1.415272, 3.793545, -1.069137], [-2.594194, 4.392844, -2.230118], [-1.261083, 5.451058, -1.730369], [-1.479842, 0.887296, 4.105768], [-0.536661, -0.211432, 3.845032], [0.166845, -0.438544, 2.737280], [0.962502, -1.552205, 2.984484], [0.696256, -2.020741, 4.239054], [-0.231870, -1.148327, 4.777451], [-2.061760, 0.625921, 4.989624], [-0.951829, 1.827501, 4.296912], [-2.138625, 1.024624, 3.239973], [1.676571, -1.928580, 2.270807], [1.087466, -2.879974, 4.747631], [-0.653737, -1.200255, 5.701101]],
  "atomic_forces_ev_per_a": [[-0.069, 0.201, -0.024], [0.600, -0.837, 0.365], [-0.075, 0.222, 0.317], [-0.239, -0.121, -0.043], [0.213, -0.006, -0.182], [-0.782, 0.445, 0.307], [0.333, -0.117, -0.356], [-0.153, 0.159, -0.143], [-0.026, -0.263, 0.152], [0.225, 0.183, -0.017], [-0.162, -0.045, -0.172], [0.005, -1.959, -0.493], [-0.009, 0.262, 0.226], [0.181, 0.441, 0.061], [-0.026, -0.122, -0.052], [-0.026, -0.109, -0.221], [-0.024, 0.095, 0.043], [0.097, 0.010, -0.150], [0.119, -0.030, 0.090], [-0.156, 0.116, -0.092], [0.626, -1.181, 0.225], [-0.850, 1.187, -0.214], [0.179, 0.138, 0.154], [0.127, 0.088, 0.256], [-0.104, -0.146, -0.064], [-0.117, -0.142, 0.062], [0.261, 0.080, 0.087], [0.269, 0.266, -0.130], [-0.562, 0.059, -0.129], [0.147, -0.024, 0.178], [0.404, 0.116, 0.674], [-0.008, -0.232, 0.058], [-1.066, 0.650, -0.322], [0.932, -1.210, -0.047], [-0.127, -0.090, -0.242], [-0.282, 0.063, -0.272], [-0.034, 0.085, 0.213], [-0.080, -0.044, 0.209], [1.000, 1.164, 0.869], [-0.361, 0.007, -0.090], [0.083, -0.291, 0.132], [-0.082, 0.582, -0.420], [-0.356, -0.036, 0.498], [-0.127, 0.243, -0.461], [-0.191, -0.342, 0.109], [0.201, -0.294, -0.294], [-0.352, -0.023, 0.110], [0.088, 0.064, -0.040], [0.128, 0.022, 0.015], [0.178, -0.242, 0.100], [-0.085, 0.140, 0.035], [0.373, 0.158, -0.099], [0.072, -0.128, 0.449], [0.295, 0.752, -0.471], [0.472, -0.352, 0.102], [-0.239, 0.254, -0.204], [-0.316, -0.089, -0.030], [-0.275, 0.400, -0.451], [-0.179, -0.032, -0.118], [-0.119, 0.003, -0.007], [-0.199, 0.012, 0.257], [0.058, -0.282, 0.080], [0.116, 0.055, 0.036], [0.130, 0.039, -0.371], [0.102, -0.006, 0.072], [-0.030, -0.163, -0.037], [-0.319, 0.248, -0.065], [0.955, -0.742, -0.498], [0.073, 0.113, 0.407], [-0.568, 0.218, 0.705], [0.218, 0.385, -0.521], [-0.173, -0.107, 0.061], [-0.189, 0.180, -0.060], [-0.048, -0.144, -0.061], [0.055, 0.033, 0.204], [-0.312, 0.059, 0.054], [-0.058, -0.010, 0.200], [0.235, -0.038, -0.508]],
  "lowdin_charge": [-0.0476, -0.2291, 0.0676, 0.0406, 0.0928, -0.1279, -0.1035, 0.0885, 0.0601, 0.0808, 0.0658, 0.9563, -0.1098, 0.0736, 0.0915, 0.0933, -0.0192, -0.0334, -0.1687, 0.0907, -0.3020, -0.1804, 0.0963, 0.0861, 0.0984, 0.0959, 0.0773, 0.0822, -0.0258, -0.0460, -0.1592, 0.0363, -0.2860, -0.1788, 0.0891, 0.1465, 0.0932, 0.0907, -0.3657, -0.4020, -0.0859, -0.1648, 0.0948, -0.0939, 0.1183, -0.0240, 0.1020, -0.1084, -0.0864, 0.1157, 0.0931, 0.0999, 0.1607, 0.2637, -0.2522, -0.2271, -0.2212, -0.0985, 0.0331, 0.0251, 0.0304, 0.0344, 0.0231, -0.0266, 0.0326, 0.0278, -0.0113, -0.3719, 0.0342, -0.1186, -0.0731, 0.1006, 0.0813, 0.0811, 0.0499, 0.0815, 0.1092, 0.1631]
}